(1)
{"formula": "C13H14N2O2S", "method": "wB97M-V/def2-TZVPD", "homo_lumo_gap_ev": 9.015, "smiles": "O=C(NC[C@@H](O)c1ccccc1)Nc1cccs1", "symbols": ["O", "C", "N", "C", "C", "O", "C", "C", "C", "C", "C", "C", "N", "C", "C", "C", "C", "S", "H", "H", "H", "H", "H", "H", "H", "H", "H", "H", "H", "H", "H", "H"], "xyz": [[-0.80913, -0.43420, -2.59861], [0.00964, -0.68726, -1.74261], [-0.16252, -1.62378, -0.76630], [-1.50944, -1.99365, -0.39835], [-1.95021, -1.20634, 0.85978], [-1.17284, -1.59423, 1.97477], [-1.75540, 0.26696, 0.59227], [-2.68071, 0.95147, -0.18449], [-2.46624, 2.27556, -0.51732], [-1.32762, 2.92864, -0.07518], [-0.40923, 2.25459, 0.70946], [-0.61946, 0.92681, 1.03865], [1.24560, -0.05877, -1.76398], [2.24069, -0.09335, -0.80771], [2.77851, -1.16671, -0.15822], [3.77233, -0.79727, 0.77763], [3.98760, 0.53874, 0.82469], [2.96292, 1.39915, -0.26165], [0.47318, -1.57213, 0.02001], [-2.15894, -1.75867, -1.24288], [-1.54322, -3.07040, -0.19806], [-3.01598, -1.41036, 1.04769], [-1.35298, -2.51947, 2.17162], [-3.56566, 0.44193, -0.53675], [-3.18679, 2.79785, -1.12866], [-1.15778, 3.96148, -0.34137], [0.47994, 2.75861, 1.05897], [0.09215, 0.39846, 1.65515], [1.28281, 0.69803, -2.43349], [2.51760, -2.18668, -0.37497], [4.31197, -1.50856, 1.37654], [4.68922, 1.08356, 1.42338]], "forces_ev_per_angstrom": [[-0.3, 0.1, -0.2], [0.2, -0.1, -0.1], [0.1, -0.2, 0.3], [-0.1, 0.1, 0.2], [-0.3, -0.1, -0.6], [0.2, 0.0, 0.2], [-0.1, -0.1, 0.3], [0.1, 0.0, 0.1], [-0.1, 0.0, -0.1], [0.0, 0.1, 0.0], [0.1, 0.1, 0.0], [-0.1, -0.1, 0.1], [0.0, 0.4, -0.5], [0.4, 0.2, 0.4], [-0.1, 0.1, -0.3], [0.1, 0.2, 0.2], [-0.1, 0.2, -0.2], [-0.1, -0.6, 0.1], [0.0, 0.0, -0.1], [0.0, -0.1, 0.1], [-0.1, 0.1, 0.0], [0.1, 0.1, 0.0], [0.0, 0.1, 0.0], [-0.1, -0.1, -0.1], [-0.1, 0.0, -0.1], [0.0, 0.1, 0.0], [0.0, 0.0, 0.0], [0.1, 0.0, 0.1], [-0.1, -0.2, 0.0], [-0.1, -0.2, -0.1], [0.1, -0.1, 0.1], [0.2, 0.1, 0.1]]}

=====

(2)
{"formula": "C38H60N7OPPbS2", "method": "wB97M-V/def2-TZVPD", "homo_lumo_gap_ev": 6.454, "total_charge": 2, "symbols": ["Pb", "N", "C", "S", "N", "N", "C", "C", "C", "C", "C", "C", "C", "C", "C", "C", "C", "C", "N", "H", "H", "H", "H", "H", "H", "H", "H", "H", "H", "H", "C", "N", "C", "C", "C", "N", "C", "C", "H", "H", "H", "H", "H", "H", "H", "H", "H", "H", "H", "H", "H", "H", "H", "H", "O", "P", "C", "C", "C", "C", "C", "C", "C", "C", "C", "C", "C", "C", "C", "C", "C", "C", "C", "C", "H", "H", "H", "H", "H", "H", "H", "H", "H", "H", "H", "H", "H", "H", "H", "H", "H", "H", "H", "H", "H", "H", "H", "H", "H", "H", "H", "H", "H", "H", "H", "H", "H", "S", "C", "N"], "xyz": [[-1.17705, -1.05185, 1.04931], [1.29387, 1.17295, 4.09295], [0.35645, 0.66787, 3.28051], [1.00689, -0.24700, 1.92743], [-0.89232, 0.95355, 3.55517], [-1.84663, 0.42561, 2.74503], [-3.08576, 0.65086, 3.01520], [-3.53605, 1.52899, 4.11269], [-3.13776, 2.86233, 4.16794], [-3.59156, 3.67070, 5.19620], [-4.41657, 3.14815, 6.18369], [-4.80410, 1.81641, 6.13843], [-4.37752, 1.00956, 5.09567], [-4.09940, -0.03707, 2.16848], [-5.42905, 0.36867, 2.18509], [-6.34589, -0.28585, 1.37977], [-5.90483, -1.31235, 0.56157], [-4.56243, -1.64453, 0.58935], [-3.68003, -1.04147, 1.38427], [2.26993, 0.96487, 3.97471], [0.99520, 1.72587, 4.88219], [-2.48138, 3.26362, 3.40683], [-3.29572, 4.71029, 5.23216], [-4.75998, 3.78181, 6.99015], [-5.44487, 1.40889, 6.90833], [-4.69706, -0.02554, 5.05150], [-5.72799, 1.19384, 2.81340], [-7.38510, 0.01351, 1.38041], [-6.57857, -1.84362, -0.09527], [-4.18948, -2.42459, -0.05981], [-2.74796, -2.81292, 3.58325], [-1.46374, -2.90814, 2.86256], [-0.37784, -2.76239, 3.85129], [-1.36192, -4.22381, 2.19955], [-1.77716, -4.17349, 0.74262], [-1.03042, -3.14521, -0.00376], [0.40972, -3.50818, -0.07079], [-1.56244, -3.00299, -1.38183], [-2.75218, -3.52198, 4.41617], [-3.57742, -3.04553, 2.91842], [-2.87305, -1.80655, 3.98058], [-0.46096, -3.54507, 4.61085], [-0.45915, -1.79129, 4.33949], [0.59253, -2.83563, 3.36585], [-1.99811, -4.95114, 2.71020], [-0.33719, -4.58648, 2.29828], [-2.84164, -3.94533, 0.65877], [-1.61103, -5.14918, 0.27674], [0.51917, -4.36177, -0.74470], [0.77243, -3.79125, 0.91745], [0.97162, -2.65849, -0.45650], [-1.42589, -3.94696, -1.91426], [-1.01997, -2.20382, -1.88542], [-2.61739, -2.74648, -1.35379], [1.04614, -0.67444, -0.96923], [1.56687, 0.22683, -2.08302], [1.43650, -0.62071, -3.71126], [1.60257, -2.14644, -3.61014], [3.05468, -2.61285, -3.61485], [3.77195, -2.11545, -4.86442], [3.71189, -0.59394, -4.94392], [2.27658, -0.07162, -4.88320], [0.37845, 1.62046, -2.18539], [0.30407, 2.54470, -3.41262], [1.11222, 3.83364, -3.29671], [0.78883, 4.57098, -2.00010], [1.02894, 3.68271, -0.78269], [0.21511, 2.39448, -0.86467], [3.31661, 0.62497, -1.71267], [3.56350, 0.76488, -0.20419], [5.05967, 0.86871, 0.08959], [5.71292, 2.01113, -0.68094], [5.45123, 1.87051, -2.17648], [3.95230, 1.79997, -2.46246], [0.38257, -0.43113, -3.95540], [1.09841, -2.58373, -4.47849], [1.09041, -2.51787, -2.72174], [3.08676, -3.70334, -3.56493], [3.57053, -2.24848, -2.71950], [3.28732, -2.54681, -5.74660], [4.80824, -2.45538, -4.87902], [4.16652, -0.24601, -5.87301], [4.31405, -0.16984, -4.13532], [1.76478, -0.37996, -5.80055], [2.27488, 1.01978, -4.89786], [-0.50380, 0.97235, -2.25497], [-0.75019, 2.82125, -3.52197], [0.56117, 2.00874, -4.32731], [0.88730, 4.46856, -4.15532], [2.18176, 3.62146, -3.34669], [-0.26431, 4.87342, -2.01619], [1.37522, 5.48765, -1.92491], [0.75844, 4.21550, 0.13198], [2.09365, 3.45452, -0.69571], [-0.84440, 2.65796, -0.77358], [0.44535, 1.73808, -0.01700], [3.83340, -0.29012, -2.02836], [3.13852, -0.09559, 0.31414], [3.04946, 1.65904, 0.16921], [5.53998, -0.07485, -0.19204], [5.21868, 0.98937, 1.16364], [6.78473, 2.04212, -0.48085], [5.30054, 2.96509, -0.33315], [5.93648, 0.96195, -2.55024], [5.88915, 2.70689, -2.72329], [3.77860, 1.73970, -3.53834], [3.49190, 2.72695, -2.12075], [-3.84932, 1.86152, -1.30152], [-2.77246, 0.78228, -0.91952], [-1.92062, -0.00998, -0.64986]], "forces_ev_per_angstrom": [[-0.2, 0.2, 0.2], [-0.1, 0.0, 0.0], [-0.3, 0.1, 0.1], [-0.2, -0.1, -0.2], [0.2, -0.2, -0.1], [0.1, -0.1, 0.1], [0.0, 0.0, -0.1], [0.0, 0.0, 0.0], [0.0, 0.0, 0.0], [0.0, 0.0, 0.0], [0.0, 0.0, 0.0], [0.0, 0.0, 0.0], [0.0, 0.0, 0.0], [0.0, 0.0, 0.0], [0.1, 0.0, 0.0], [0.0, 0.0, -0.1], [0.0, 0.0, 0.0], [0.0, 0.0, 0.0], [0.0, 0.1, -0.1], [0.0, 0.0, 0.0], [0.0, 0.0, 0.0], [0.0, 0.0, 0.0], [0.0, 0.0, 0.0], [0.0, 0.0, 0.0], [0.0, 0.0, 0.0], [0.0, 0.0, 0.0], [0.0, 0.0, 0.0], [0.0, 0.0, 0.0], [0.0, 0.0, 0.0], [0.0, 0.0, 0.0], [0.0, 0.0, 0.0], [0.0, 0.0, 0.0], [0.0, 0.1, 0.0], [0.1, -0.1, 0.1], [-0.2, 0.2, 0.1], [0.1, 0.2, -0.2], [0.1, 0.0, -0.1], [0.2, 0.1, 0.0], [0.0, 0.0, 0.0], [0.0, 0.0, 0.0], [0.0, 0.0, 0.0], [0.0, 0.0, 0.0], [0.0, 0.0, 0.0], [0.0, 0.0, 0.0], [0.0, 0.0, 0.0], [-0.2, 0.0, 0.0], [0.0, 0.0, 0.0], [0.0, 0.0, 0.0], [0.0, 0.0, 0.1], [0.0, 0.1, -0.2], [0.0, 0.0, 0.0], [0.0, 0.0, 0.0], [0.0, -0.1, 0.0], [0.0, 0.0, 0.0], [-0.2, -0.3, 0.0], [0.1, 0.1, 0.1], [0.0, 0.1, 0.0], [0.0, 0.0, 0.1], [0.0, 0.0, 0.0], [0.0, 0.0, 0.0], [0.1, 0.0, 0.0], [0.0, 0.0, 0.0], [0.0, -0.1, -0.1], [0.0, 0.0, 0.0], [0.0, 0.0, 0.0], [0.0, 0.0, 0.0], [0.0, 0.0, 0.0], [0.1, -0.1, 0.1], [0.0, 0.0, 0.0], [0.0, 0.0, 0.0], [0.0, 0.0, 0.0], [0.0, 0.0, 0.0], [0.0, 0.0, 0.0], [0.0, 0.0, -0.1], [0.0, 0.0, 0.0], [0.0, 0.0, 0.0], [0.0, 0.0, 0.0], [0.0, 0.0, 0.0], [0.0, 0.0, 0.0], [0.0, 0.0, 0.0], [0.0, 0.0, 0.0], [0.0, 0.0, 0.0], [0.0, -0.1, 0.0], [0.0, 0.0, 0.0], [0.0, 0.0, 0.0], [0.1, 0.0, 0.0], [0.0, 0.0, 0.0], [0.0, 0.0, 0.0], [0.0, 0.0, 0.0], [0.0, 0.0, 0.0], [0.0, 0.0, 0.0], [0.0, 0.0, 0.0], [0.0, 0.0, 0.0], [0.1, 0.0, 0.0], [0.0, 0.0, 0.0], [0.0, 0.1, -0.1], [0.0, 0.0, 0.0], [0.1, 0.0, 0.0], [0.0, 0.0, 0.0], [0.0, 0.0, 0.0], [0.0, 0.0, 0.0], [0.0, 0.0, 0.0], [0.0, 0.0, 0.0], [0.0, 0.0, 0.0], [0.0, 0.0, 0.0], [0.0, 0.0, 0.1], [0.0, 0.0, 0.0], [-0.1, 0.0, -0.1], [0.0, 0.1, 0.4], [0.1, -0.4, -0.1]]}

=====

(3)
{"formula": "C13H12N3O2S2Ti", "method": "wB97M-V/def2-TZVPD", "homo_lumo_gap_ev": 5.711, "total_charge": 3, "symbols": ["Ti", "O", "C", "C", "C", "C", "C", "C", "N", "H", "H", "H", "H", "H", "H", "H", "O", "S", "N", "S", "C", "N", "C", "C", "C", "C", "C", "C", "H", "H", "H", "H", "H"], "xyz": [[0.34110, 0.65537, -1.53783], [0.67922, 2.38665, -0.54052], [-0.27796, 2.92092, 0.44153], [-1.48100, 2.03994, 0.33748], [-2.67166, 2.32057, 0.96551], [-3.73705, 1.44369, 0.79561], [-3.58335, 0.30738, 0.00189], [-2.36949, 0.07479, -0.59042], [-1.32166, 0.93064, -0.42628], [1.48380, 2.93196, -0.58171], [-0.49907, 3.95541, 0.17945], [0.18254, 2.87940, 1.42982], [-2.77509, 3.21279, 1.56982], [-4.68711, 1.64848, 1.27393], [-4.39870, -0.38605, -0.15180], [-2.20691, -0.79603, -1.21441], [-0.23705, 0.73697, -3.26506], [1.19899, 1.30839, -3.81127], [1.99629, 1.36692, -2.56248], [0.91037, -3.74329, -1.25506], [0.48372, -2.30261, -1.94029], [0.74836, -1.20327, -1.19518], [1.39909, -1.56008, 0.01452], [1.85691, -0.69672, 1.00392], [2.47812, -1.25400, 2.10645], [2.64237, -2.64099, 2.22518], [2.19608, -3.50372, 1.24381], [1.57011, -2.93792, 0.13539], [-0.00397, -2.25135, -2.90563], [1.76745, 0.38382, 0.92548], [2.85454, -0.61154, 2.89082], [3.13325, -3.04276, 3.10122], [2.32776, -4.57374, 1.33614]], "forces_ev_per_angstrom": [[-0.4, -0.3, 0.1], [-0.1, 0.1, 0.3], [0.0, 0.0, 0.0], [0.0, 0.0, 0.0], [0.0, 0.0, 0.0], [0.0, 0.0, 0.0], [0.0, 0.0, 0.0], [0.1, 0.1, 0.0], [-0.2, 0.2, 0.1], [0.1, 0.0, -0.1], [0.0, 0.0, 0.0], [0.0, 0.0, 0.0], [0.0, 0.0, 0.0], [0.0, 0.0, 0.0], [0.0, 0.0, 0.0], [0.0, 0.0, 0.0], [-0.2, 0.0, -0.5], [0.0, 0.0, 0.2], [0.5, 0.3, -0.4], [0.2, -0.1, 0.0], [-0.2, 0.1, 0.0], [0.3, -0.1, 0.1], [0.0, 0.0, 0.0], [0.0, 0.0, 0.0], [0.0, -0.1, 0.0], [0.0, 0.0, 0.0], [0.0, 0.0, 0.0], [-0.1, 0.0, 0.0], [0.0, 0.0, 0.0], [0.0, 0.0, 0.0], [0.0, 0.0, 0.0], [0.0, 0.0, 0.0], [0.0, 0.0, 0.0]]}

=====

These records have molar mass values of 262.33; 933.25; 354.26 g/mol, in the order they appear.
These records have E_HOMO values of -8.3969; -13.7597; -18.9328 eV, in the order they appear.
These records have calculated total energy values of -1161.985498; -3272.658104; -2462.152312 Ha, in the order they appear.